# 1
A molecular structure, C36H51F4N3P2Y at a distorted geometry, computed with the ωB97M-V functional and the def2-TZVPD basis.

The orbital gap is 6.06 eV. The calculation puts the highest occupied orbital energy at -8.9410 eV. As for the strongest force on any atom: 0.05951 hartree/bohr. As for the total charge: +1.

```
97
Properties=species:S:1:pos:R:3:forces:R:3
Y 1.412751 -0.640631 0.411042 -1.0 0.3 -0.6
C 3.214664 -1.432141 2.582863 -0.6 0.5 -0.2
N 3.621150 -0.479193 1.491462 0.4 -1.9 -0.4
C 4.218821 0.684781 2.165053 0.2 -0.4 0.7
C 4.668239 -1.168595 0.553299 -0.5 1.2 -0.1
C 4.160999 -2.216329 -0.489355 -0.8 -0.6 1.1
N 2.673153 -2.278154 -0.512867 0.1 0.5 0.7
C 2.091771 -3.497324 -0.778760 -0.7 -0.9 -0.1
C 0.875094 -3.847473 -0.159555 0.0 0.6 1.3
F 0.269573 -2.926631 0.804392 1.5 -0.6 -1.5
C 0.378457 -5.133640 -0.218738 -0.2 0.3 -0.1
F -0.607460 -5.559356 0.574017 0.0 0.5 -0.1
C 0.913862 -6.024428 -1.105852 -0.1 -0.4 -0.5
C 1.996474 -5.693437 -1.912651 0.3 -0.7 0.4
F 2.516531 -6.582264 -2.799810 -0.5 0.9 0.8
C 2.618576 -4.498265 -1.664790 0.0 1.8 0.5
F 3.753383 -4.125633 -2.273663 0.1 -0.5 -0.6
H 2.987535 -0.838550 3.476859 0.3 -0.3 -0.1
H 3.925851 -2.243504 2.803657 -0.1 0.5 -0.2
H 2.262577 -1.916385 2.335786 -0.1 -0.5 0.0
H 4.869913 0.298793 3.003672 -0.3 0.8 -0.9
H 3.431510 1.340572 2.582296 0.3 -0.4 -0.2
H 4.769178 1.217680 1.410166 0.4 0.5 0.1
H 5.459971 -1.615541 1.168837 -0.2 0.2 0.0
H 5.114575 -0.341048 -0.007282 0.0 0.0 0.2
H 4.594752 -3.187412 -0.128644 -0.5 0.6 -0.7
H 4.503658 -1.985650 -1.500313 0.5 0.0 0.4
H 0.423522 -6.972640 -1.121681 0.0 -0.6 -0.3
C 3.424227 2.853959 -0.930578 1.8 0.3 0.2
C 2.227902 3.045873 -1.817618 -0.3 -1.0 -1.0
C 2.178207 4.452438 -2.439155 0.7 -1.1 1.1
P 0.727812 2.102816 -1.190318 -0.3 0.8 0.0
C -0.767676 3.102285 -1.792745 -1.2 -0.6 0.6
C -0.989191 4.540265 -1.225153 0.0 -0.9 0.0
C -0.945234 3.070871 -3.311044 1.4 1.0 -1.4
C 0.659559 2.408401 0.602901 -0.6 -0.1 1.3
C 1.119734 3.606101 1.145106 1.1 -0.5 2.0
C 1.257626 3.715869 2.577424 -0.9 -1.5 -1.3
C 1.789463 4.927355 3.205727 0.1 1.7 0.8
C 0.839770 2.630302 3.438611 0.6 2.2 -1.4
C 0.217476 1.519959 2.914457 0.4 1.7 -1.4
C 0.062872 1.447144 1.508104 -0.8 -1.1 -1.2
N -0.643326 0.341800 0.873679 1.2 0.2 -0.6
C -1.875445 -0.129381 1.329412 -0.2 -2.3 -0.7
C -2.515365 0.441705 2.415041 1.1 0.6 0.4
C -3.077394 -0.374525 3.392698 -1.6 0.3 -0.5
C -3.519017 -1.670242 3.055793 0.7 -0.6 0.6
C -4.371850 -2.494243 4.040704 0.5 -0.6 -0.5
C -3.147333 -2.171172 1.795696 0.1 0.0 0.0
C -2.424350 -1.432552 0.848271 0.9 2.6 1.4
P -2.486086 -2.061230 -0.839425 0.1 -1.6 -0.7
C -1.981164 -0.771033 -2.098125 0.0 0.3 0.4
C -2.949044 -0.504641 -3.270560 0.1 -1.0 0.0
C -0.549444 -1.013081 -2.596993 0.4 -1.0 -1.4
C -4.340763 -2.227626 -0.973549 0.7 -0.3 -0.6
C -4.585056 -2.992479 -2.295761 -0.5 -0.7 -0.2
C -5.244894 -1.020068 -0.724983 -0.3 0.6 0.1
H 3.412122 1.843500 -0.499825 0.4 -0.1 -0.3
H 3.567174 3.501148 -0.050940 -0.5 0.1 -0.4
H 4.353753 3.029189 -1.566142 -1.0 -0.6 0.9
H 2.474381 2.345180 -2.642669 -0.3 0.4 0.0
H 2.077879 5.108312 -1.588967 0.0 0.8 0.0
H 1.348376 4.581778 -3.114970 0.1 0.1 -0.4
H 3.189911 4.568471 -2.886186 -0.9 0.4 -0.1
H -1.641850 2.514691 -1.366928 1.1 0.3 -0.3
H -0.427711 5.300473 -1.851589 -1.0 -0.7 1.0
H -0.666477 4.522712 -0.167167 -0.2 0.5 -0.6
H -2.116541 4.621970 -1.196086 1.3 0.7 -0.3
H -0.633092 4.079278 -3.823968 -0.6 -1.8 1.0
H -1.991238 2.897831 -3.558788 0.1 0.0 -0.2
H -0.303355 2.283447 -3.788855 -0.7 0.5 0.3
H 1.486256 4.383912 0.452262 -0.2 -0.3 0.8
H 1.263455 5.890303 2.976582 0.1 -1.0 0.0
H 2.830501 5.138452 2.973378 0.2 -0.2 -0.2
H 1.732307 4.786642 4.283585 0.1 0.3 0.1
H 0.909977 2.834027 4.506902 0.0 -0.4 -0.2
H -0.364759 0.942159 3.565260 -0.4 -1.3 0.6
H -2.310499 1.523641 2.509361 -0.1 -0.7 0.7
H -3.268652 0.100534 4.361867 -0.4 -0.4 -0.3
H -5.086834 -3.238105 3.594550 1.1 0.6 0.0
H -4.998717 -1.800622 4.531601 -0.8 0.8 0.7
H -3.809877 -2.986035 4.858293 0.0 0.1 -0.6
H -3.355311 -3.227553 1.555357 -0.3 0.7 0.1
H -1.929184 0.109746 -1.477034 -0.1 0.8 0.0
H -4.014603 -0.586718 -2.971572 0.8 0.1 -0.5
H -2.696591 -1.165859 -4.138739 -0.6 0.2 0.8
H -2.738365 0.477306 -3.644142 -0.1 0.8 -0.1
H -0.318404 -0.528288 -3.606452 -0.4 -0.4 1.3
H -0.285532 -2.105830 -2.722455 -0.4 1.0 0.2
H 0.162091 -0.573283 -1.903516 0.3 0.1 0.1
H -4.501220 -2.993117 -0.201047 -0.2 0.5 -0.1
H -3.871307 -2.843240 -3.149821 -0.8 0.0 1.0
H -5.631641 -2.842372 -2.633675 0.6 0.0 0.0
H -4.528082 -4.040907 -1.985788 0.1 -0.1 -0.6
H -5.718474 -0.647061 -1.656030 0.4 -0.1 0.4
H -4.726439 -0.173963 -0.223771 -0.3 -0.5 -0.3
H -6.084524 -1.314220 -0.078940 0.2 0.1 -0.1
```
Forces are in eV/Å.

Mulliken population analysis, charges in e, atoms 1 to 8: 0.532, -0.785, 0.602, -1.267, -1.135, -0.526, -0.235, -0.461

=====

# 2
A molecular structure, C36H51GeHoN7O7S3Se2Si3 at a distorted geometry, computed with the ωB97M-V functional and the def2-TZVPD basis.

The orbital gap (alpha / beta) is 6.33 / 6.05 eV. The calculation puts the energy above the lowest of the compared OMol25 structures with the same formula, charge and spin at 0.000 eV. The calculation puts the highest occupied orbital energy (alpha / beta) at -7.8612 / -7.8742 eV. Its spin multiplicity is 6. As for the strongest force on any atom: 0.09034 hartree/bohr. As for the total charge: 0.

```
111
Properties=species:S:1:pos:R:3:forces:R:3
Ho 11.123729 16.526473 11.747982 0.7 -2.8 -1.8
C 7.427465 17.834022 9.340952 0.1 -1.8 0.9
Se 9.361986 17.898322 9.162680 0.5 -0.6 -0.5
C 9.548751 16.563299 7.663809 -0.1 0.8 -0.7
C 9.599741 15.089108 7.973901 0.0 -1.4 0.8
Se 11.385109 14.375069 8.527856 0.3 0.8 0.0
C 10.977087 12.460492 8.712970 -0.7 0.4 0.7
H 7.118631 18.575556 10.069909 -0.1 0.2 -0.2
H 7.162146 16.814251 9.753911 0.1 1.1 -0.6
H 7.010687 17.978930 8.356724 -0.3 0.2 -0.1
H 10.473480 16.920146 7.180915 -0.5 -0.2 0.1
H 8.678302 16.775161 6.982496 0.8 -0.1 0.7
H 9.414453 14.445508 7.081099 -0.5 0.8 0.7
H 8.946440 14.852073 8.846090 0.1 -0.1 -1.0
H 9.962494 12.321045 8.303479 0.5 -0.2 0.1
H 10.970505 12.220169 9.794729 0.0 0.1 -0.7
H 11.727847 11.871868 8.187231 -0.2 0.2 -0.1
O 14.901816 14.268666 12.289870 -1.9 0.0 0.3
C 13.991641 14.927993 11.761028 2.6 -0.2 0.8
O 12.734919 14.854839 11.941027 -1.4 0.9 0.4
C 14.530804 15.875747 10.722263 1.0 -0.1 0.1
C 15.892709 15.679177 10.409977 -1.3 1.3 -2.5
C 16.358460 16.195257 9.148534 -1.9 -0.6 2.7
C 15.513026 16.937649 8.343968 0.5 -0.1 0.0
C 14.251593 17.243920 8.816031 0.1 0.5 -0.2
C 13.741106 16.831494 10.062050 -0.1 0.6 -0.3
O 12.655121 17.389559 10.611083 0.6 -0.5 -0.8
N 13.539815 18.131124 7.906949 -0.8 1.9 -2.0
O 14.175066 19.142440 7.477994 -1.8 -2.5 1.2
O 12.397382 17.819522 7.496727 2.3 0.7 1.2
N 17.682146 15.884893 8.798193 2.3 0.4 -1.8
O 18.318214 15.081418 9.494707 -0.6 1.3 -1.3
O 18.109593 16.483581 7.771462 -0.2 -1.5 2.0
H 16.543470 15.133645 11.065562 -0.1 -0.3 0.0
H 15.822902 17.327879 7.374153 0.0 -0.2 0.4
S 5.816660 11.585747 14.837033 0.3 -0.2 0.3
C 7.246400 12.223735 14.290003 0.4 -0.3 0.2
S 7.107573 13.568959 13.194563 1.3 -0.5 0.0
C 8.867098 13.457024 12.862284 -1.4 -0.3 0.9
N 9.505597 12.671747 13.659571 -1.3 -0.8 -0.1
N 8.585074 11.892359 14.462499 -0.3 1.2 -0.8
C 9.151793 10.652262 14.937774 0.2 0.3 -0.3
C 10.489823 10.387464 14.587771 -0.8 0.1 -0.5
C 10.999956 9.117114 14.811825 0.6 0.6 -0.3
C 10.222659 8.186133 15.473555 0.9 -1.1 1.3
C 8.948742 8.483454 15.944850 0.2 0.0 -0.5
C 8.385214 9.722535 15.620386 -0.6 -0.5 0.5
S 9.381743 14.185962 11.421626 1.1 1.4 -0.4
H 10.964760 11.180881 14.015914 0.4 -0.5 0.3
H 12.018765 8.850769 14.467297 -0.8 0.3 0.3
H 10.752853 7.259692 15.793281 -0.8 0.5 -0.5
H 8.395644 7.720364 16.508026 0.1 0.5 -0.3
H 7.347410 9.933626 15.887469 0.5 0.0 -0.1
N 11.734826 18.391846 15.762020 0.0 -0.9 1.4
C 11.685266 18.368061 14.431294 0.2 0.2 -0.8
N 11.420384 17.175590 13.916512 -0.2 1.1 1.0
C 11.271258 16.342774 15.013070 0.7 -0.3 1.5
C 11.104368 14.968494 15.109068 0.1 -1.2 -0.9
C 11.399696 14.324577 16.299167 -0.4 -0.2 0.3
C 11.833239 15.034956 17.438318 -0.7 0.2 -0.8
C 11.854818 16.430520 17.393001 0.2 0.2 1.4
C 11.556729 17.070350 16.181541 0.1 -0.8 0.0
H 11.849463 19.116845 16.474178 0.2 0.1 -1.2
H 11.965147 19.191348 13.810088 -0.2 0.6 -0.1
H 10.840921 14.355080 14.230782 0.2 0.4 0.5
H 11.239126 13.236531 16.416117 0.3 0.7 -0.4
H 12.064798 14.415756 18.307707 0.0 0.7 0.0
H 12.117036 16.996942 18.322969 -0.2 -0.4 -1.1
C 8.531752 22.263332 7.834921 -0.6 -0.6 -0.1
Si 10.352932 22.367533 8.226611 0.6 -2.0 -0.1
C 10.909139 24.136203 8.036909 -0.7 1.2 -0.7
C 11.264483 21.239419 6.933772 -0.1 0.4 0.6
Ge 10.942434 21.445545 10.404401 -0.3 0.8 -0.8
Si 9.321340 22.420641 11.817745 0.0 -0.8 0.2
C 7.570199 21.835744 11.474513 -0.2 0.4 -0.5
C 9.425743 24.271491 11.735319 -1.3 1.1 0.2
C 9.703574 21.901677 13.567958 -0.2 0.3 0.9
Si 13.081296 22.423920 10.796446 -0.2 -0.9 -0.3
C 13.978985 21.270507 11.965557 1.4 0.1 0.7
C 12.896231 24.136401 11.528744 1.0 0.3 0.0
C 14.148317 22.385700 9.239961 0.2 0.5 -0.3
H 8.457935 22.859669 6.915420 -0.4 0.0 0.1
H 7.877624 22.678631 8.627156 0.3 -0.1 -0.5
H 8.173467 21.222526 7.584157 0.5 1.0 0.4
H 11.200509 24.287425 6.964080 -0.2 0.0 0.8
H 11.763725 24.415573 8.645266 0.1 0.0 0.1
H 10.074485 24.871981 8.257771 0.9 -0.8 -0.2
H 11.596032 21.877530 6.113556 0.0 -0.1 -0.2
H 10.616186 20.442812 6.531332 0.2 0.3 0.2
H 12.163992 20.758386 7.361548 -0.5 0.2 -0.2
H 7.053676 22.608049 10.862224 0.1 -0.6 0.4
H 7.008230 21.664235 12.400779 0.1 0.1 -0.2
H 7.609452 20.905828 10.901016 -0.2 0.0 0.0
H 8.930985 24.690036 10.811982 0.5 -0.4 0.9
H 10.450249 24.621584 11.777296 0.0 0.1 0.0
H 8.879514 24.692026 12.641732 0.6 -0.4 -1.1
H 9.539526 20.828363 13.766240 0.0 0.4 -0.1
H 9.044893 22.492055 14.247133 0.4 -0.5 -0.2
H 10.737243 22.157783 13.822379 0.0 -0.1 0.1
H 13.763892 21.393575 13.042504 -0.2 0.0 -0.4
H 15.081711 21.483191 11.868231 -0.9 -0.2 0.1
H 13.870179 20.207315 11.715108 -0.2 0.2 -0.1
H 12.414692 24.114018 12.510545 0.1 0.0 -0.1
H 12.374384 24.852047 10.882492 0.1 -0.2 0.1
H 13.940360 24.509991 11.652617 -0.6 -0.1 0.1
H 13.839618 21.622068 8.521009 -0.1 0.0 0.2
H 15.172566 22.070589 9.569945 -0.6 0.7 -0.5
H 14.107311 23.360542 8.672765 0.5 -0.9 0.7
N 7.828272 18.034210 12.552307 2.5 -2.5 1.1
C 8.888703 17.580533 12.174861 -3.9 1.8 1.7
H 7.278181 17.785009 13.452358 1.0 0.8 -2.2
```
Forces are in eV/Å.

Mulliken population analysis, charges in e, atoms 1 to 8: 0.691, -1.115, 0.302, -0.766, -0.741, 0.301, -0.914, 0.229

=====

Respective DFT total energy values: -73112.1264, -332064.3746 eV.